Entry 1:
This record from the Open Molecules 2025 dataset describes a 2-piece molecular cluster, C18H30BrN2O6 overall. The level of theory is ωB97M-V/def2-TZVPD.

Last column: natural (NBO) charge in e.
Geometry (Å):
C: -0.498739 -4.536292 -1.133267  -0.626
C: 0.622629 -3.772287 -2.056420  -0.460
C: 2.081479 -4.329001 -1.681346  -0.109
O: 3.159144 -3.346788 -1.759581  -0.312
N: 2.894553 -2.242472 -1.036778  -0.011
C: 2.653226 -2.283021 0.399629  -0.018
C: 2.300917 -0.998959 1.231373  0.039
C: 2.055851 -1.092623 2.820163  -0.452
C: 2.858807 -2.300131 3.528246  -0.443
C: 1.882355 -3.480495 4.056948  -0.429
Br: 2.116647 -5.184926 3.016251  -0.031
C: 2.203365 0.362920 0.428937  -0.071
C: 1.802962 1.732302 1.167420  0.785
O: 0.558117 1.913792 1.364025  -0.558
O: 2.724530 2.713409 1.617234  -0.689
C: 2.496867 0.385145 -1.092523  -0.039
C: 2.488567 1.670701 -2.038178  0.663
O: 1.471042 2.093299 -2.694427  -0.688
O: 3.684265 2.361730 -2.198854  -0.707
C: 2.840356 -0.989946 -1.793230  0.071
H: -0.048522 -4.976883 -0.179895  0.216
H: -1.044274 -5.324932 -1.780454  0.228
H: -1.294932 -3.744309 -0.885111  0.217
H: 0.466992 -2.655424 -1.870204  0.217
H: 0.307778 -3.974283 -3.143931  0.235
H: 2.334475 -5.145988 -2.462500  0.240
H: 2.063965 -4.881737 -0.661868  0.196
H: 2.710949 -3.308133 0.899645  0.271
H: 0.934424 -1.199842 3.064555  0.248
H: 2.500598 -0.114993 3.255844  0.251
H: 3.728547 -2.713924 2.884965  0.240
H: 3.375664 -1.880186 4.477595  0.244
H: 0.771605 -3.208911 4.026638  0.228
H: 2.190394 -3.719550 5.146725  0.245
H: 3.044954 3.161441 0.794632  0.528
H: 3.042908 -1.034055 -2.928320  0.288
C: -2.997018 1.813843 0.206370  -0.410
N: -2.683269 2.931594 -0.772573  -0.205
C: -1.791955 2.365583 -1.862518  -0.406
C: -1.937811 4.030181 -0.054848  -0.418
C: -3.963696 3.460901 -1.441488  -0.227
C: -4.967439 4.121029 -0.495240  -0.092
O: -5.420664 3.205729 0.493019  -0.732
H: -2.062133 1.303672 0.449320  0.234
H: -3.407417 2.237835 1.120424  0.248
H: -3.693001 1.119564 -0.266043  0.227
H: -0.876042 1.989783 -1.402906  0.259
H: -1.558546 3.164910 -2.567653  0.238
H: -2.327676 1.556462 -2.362002  0.222
H: -2.546113 4.390613 0.775090  0.225
H: -1.740296 4.834816 -0.765154  0.230
H: -1.001633 3.618695 0.327456  0.257
H: -4.423475 2.600702 -1.936068  0.230
H: -3.645949 4.180266 -2.201008  0.237
H: -5.834745 4.451167 -1.075447  0.206
H: -4.538311 4.999245 -0.001725  0.179
H: -6.065280 3.668763 1.049056  0.492

Atomic forces in eV per Å
-0.3 0.7 -1.0
-1.0 -0.5 0.7
-1.6 -1.7 -0.7
-0.2 -0.8 0.1
-1.2 5.2 1.9
-0.5 2.9 -0.1
0.4 -0.2 -3.7
1.0 0.1 -0.6
0.0 -0.1 0.6
0.7 0.6 0.8
-0.2 1.0 0.4
1.5 -2.5 -1.4
-3.9 0.8 0.6
5.2 -1.0 -0.7
-1.5 -2.1 -2.0
0.3 -3.5 1.4
3.1 5.2 -3.1
1.3 -2.7 2.8
-4.8 -4.4 2.2
-0.8 0.9 2.8
-0.8 0.6 -1.4
1.1 1.0 1.4
1.2 -1.3 -0.1
0.7 -1.5 -0.2
1.0 0.4 1.6
0.0 1.6 1.3
0.2 1.3 -1.5
0.0 1.6 -0.9
1.8 0.5 -0.5
-1.1 -1.5 -0.7
-1.6 0.7 1.0
-0.9 -0.6 -1.6
1.7 -0.4 -0.1
-0.7 0.1 -2.0
0.2 -0.4 0.6
-0.3 -0.1 2.2
0.4 0.2 -0.1
-0.2 -0.1 0.0
-0.2 0.2 0.3
-0.2 -0.2 -0.2
0.1 -0.2 0.6
0.0 0.0 0.2
0.0 0.1 0.1
0.0 0.1 -0.2
-0.1 -0.1 -0.3
0.0 0.2 0.1
-0.1 0.1 -0.2
0.1 -0.2 0.1
0.0 0.1 0.1
0.1 -0.1 -0.1
0.0 -0.1 0.1
-0.1 0.0 -0.1
0.1 0.1 0.1
0.0 -0.1 0.1
0.3 0.1 -0.3
0.1 0.0 -0.2
0.2 -0.2 -0.2

Values from the calculation:
- total charge = +1
- E_LUMO (eV) = -3.9487
- HOMO (eV) = -10.34

Entry 2:
This record from the Open Molecules 2025 dataset describes C13H18N4O5Sn as an isolated structure. The level of theory is ωB97M-V/def2-TZVPD.

Last column: natural (NBO) charge in e.
Geometry (Å):
Sn: 0.021117 2.029883 0.205890  1.275
C: -1.553555 0.255094 -3.072311  -0.216
C: -1.212735 1.770968 -3.193829  -0.208
N: 0.068730 2.068029 -2.648184  -0.691
C: 1.241100 1.451455 -3.193527  -0.211
C: 2.251182 1.058128 -2.108877  -0.245
N: 1.669948 0.363738 -0.971084  -0.637
C: 1.301727 -1.035902 -1.112204  -0.228
C: 0.115604 -1.312331 -2.048544  -0.214
N: -0.989240 -0.391386 -1.912149  -0.648
H: -2.645035 0.162554 -3.061567  0.184
H: -1.224733 -0.262665 -3.983040  0.157
H: -1.345546 2.058561 -4.258903  0.131
H: -1.951464 2.342250 -2.625028  0.199
H: 0.257333 2.972651 -2.214702  0.452
H: 0.944925 0.580007 -3.781143  0.165
H: 1.779369 2.106836 -3.900169  0.161
H: 3.047296 0.456476 -2.585716  0.141
H: 2.674572 1.981034 -1.710220  0.267
H: 2.303220 0.454233 -0.184215  0.392
H: 2.149573 -1.655067 -1.461221  0.148
H: 1.051444 -1.368614 -0.102642  0.223
H: 0.451173 -1.303828 -3.089017  0.173
H: -0.187786 -2.355117 -1.856884  0.172
H: -1.657241 -0.645046 -1.205644  0.387
O: -2.239421 -3.699955 5.213495  -0.780
C: -1.743828 -2.591247 5.519790  0.731
O: -2.001933 -1.880244 6.509400  -0.753
C: -1.093838 -1.840281 4.328949  -0.092
C: -0.933999 -2.474313 3.105694  -0.247
C: -0.336586 -1.783910 2.067962  -0.007
N: 0.104531 -0.524545 2.146676  -0.464
C: -0.066355 0.100522 3.322275  0.083
C: -0.647026 -0.531268 4.420927  -0.207
C: 0.379995 1.579581 3.464457  0.760
O: 0.397332 2.044846 4.602570  -0.697
O: 0.601155 2.219929 2.385560  -0.815
H: -1.280744 -3.493865 2.999483  0.229
H: -0.209625 -2.269379 1.103203  0.153
H: -0.748223 0.006355 5.352139  0.258
O: 1.257589 3.355834 -0.467649  -1.482

Atomic forces in eV per Å
0.1 1.0 0.1
0.0 0.0 -0.1
0.0 -0.1 0.1
0.1 0.1 -0.3
0.0 0.0 -0.1
0.1 -0.1 -0.2
0.1 -0.2 0.0
0.1 0.1 0.1
-0.1 0.0 0.0
-0.1 -0.3 -0.1
0.0 0.0 0.0
0.1 0.0 0.0
0.0 -0.1 0.0
0.1 0.0 0.0
0.0 -0.1 0.2
0.0 0.0 0.0
0.0 0.0 0.0
0.0 0.0 0.0
-0.1 0.0 0.1
-0.1 0.0 0.0
0.0 0.0 0.0
0.0 0.0 -0.1
0.0 0.1 0.0
0.0 0.1 0.0
0.1 0.1 0.1
0.7 -0.6 0.3
-2.2 1.0 -1.0
0.8 -0.2 0.5
0.7 -0.2 0.2
0.0 0.0 -0.1
0.0 0.1 -0.1
-0.1 0.1 0.2
0.2 0.0 -0.1
0.0 0.1 0.1
-0.7 -0.4 -0.1
0.2 0.0 0.0
0.4 0.0 -0.1
0.0 0.0 0.0
0.0 -0.1 0.0
0.0 0.0 0.0
-0.5 -0.5 0.2

Values from the calculation:
- total charge = -2
- E_LUMO (eV) = 4.6124
- ΔE to the lowest compared entry with this formula, charge and spin (eV) = 0.4034
- HOMO (eV) = -1.36

Entry 3:
This record from the Open Molecules 2025 dataset describes an isolated ion of composition C4H8NS and charge +1. The level of theory is ωB97M-V/def2-TZVPD.

Last column: natural (NBO) charge in e.
Geometry (Å):
C: 2.158904 0.963024 -0.384836  -0.247
C: -0.095648 0.247424 0.075627  -0.147
C: 0.810048 1.173182 -0.412954  -0.330
C: -1.226320 -0.047199 -0.543303  -0.085
N: -2.069728 -1.074740 0.265080  -0.695
S: 2.978972 -0.360024 0.394188  0.066
H: 2.789449 1.649078 -0.946132  0.251
H: 2.141725 -0.679430 1.753596  0.151
H: 0.235508 -0.374170 0.935152  0.219
H: 0.680853 1.887364 -1.194675  0.249
H: -1.804725 0.444312 -1.217941  0.226
H: -1.966351 -0.912168 1.213621  0.430
H: -1.627656 -2.002009 0.190101  0.449
H: -3.005033 -0.914644 -0.127530  0.461

Atomic forces in eV per Å
-1.3 -0.3 1.1
-0.5 -1.0 0.3
3.9 0.9 -1.3
0.3 -2.0 3.9
1.1 0.2 -3.4
-0.8 -0.7 2.9
0.2 -0.3 0.1
1.6 1.0 -3.2
-0.4 0.5 -0.6
-1.4 0.6 -0.1
-1.1 1.3 -2.1
-0.6 1.1 2.5
-1.0 0.0 -0.9
0.0 -1.1 0.8

Values from the calculation:
- total charge = +1
- E_LUMO (eV) = -4.1515
- SMILES string = [NH3+]/C=C/C=C\S
- ΔE to the lowest compared entry with this formula, charge and spin (eV) = 2.2404
- HOMO (eV) = -12.30

Entry 4:
This record from the Open Molecules 2025 dataset describes an isolated ion of composition C23H35N2 and charge +1. The level of theory is ωB97M-V/def2-TZVPD.

Last column: natural (NBO) charge in e.
Geometry (Å):
C: 4.207746 -3.901207 -0.974979  -0.633
C: 3.089266 -2.949653 -1.277972  0.012
C: 3.324005 -1.578575 -1.364454  -0.210
C: 2.309320 -0.669450 -1.668255  -0.021
C: 2.733759 0.774682 -1.737281  -0.643
C: 0.989808 -1.140037 -1.876214  0.013
C: -0.177710 -0.223044 -2.280907  -0.254
C: 0.035758 0.368320 -3.686178  -0.603
C: -0.538291 0.851265 -1.237970  -0.410
C: -0.856529 0.319578 0.171173  -0.117
C: -0.493806 1.185385 1.375666  -0.012
C: -0.563643 0.495403 2.601447  -0.045
C: -0.669540 -1.004738 2.714104  -0.632
C: -0.534850 1.209420 3.795679  -0.202
C: -0.356542 2.595269 3.813490  0.039
C: -0.326400 3.324074 5.126564  -0.641
C: -0.258884 3.262360 2.593128  -0.203
C: -0.330226 2.593615 1.365646  -0.008
C: -0.225566 3.478994 0.149794  -0.640
C: 0.757270 -2.527572 -1.814910  -0.030
C: -0.605637 -3.110467 -2.092714  -0.638
C: 1.791186 -3.406102 -1.503379  -0.216
H: 3.823701 -4.922328 -0.888183  0.219
H: 4.971405 -3.889441 -1.764746  0.231
H: 4.711994 -3.638427 -0.036191  0.225
H: 4.340450 -1.205363 -1.206130  0.211
H: 2.265521 1.344584 -2.544118  0.213
H: 2.565286 1.310202 -0.788994  0.213
H: 3.819294 0.814038 -1.915200  0.234
H: -1.082017 -0.844263 -2.344072  0.214
H: 0.117769 -0.451053 -4.412757  0.229
H: -0.812383 1.000717 -3.981212  0.206
H: 0.950887 0.967333 -3.775124  0.212
H: 0.329268 1.510642 -1.139945  0.251
H: -1.386826 1.471208 -1.587954  0.195
H: -0.314363 -0.628322 0.291308  0.249
H: -0.693752 -1.256519 3.779997  0.250
H: -1.604539 -1.438747 2.316927  0.165
H: 0.173833 -1.546238 2.267911  0.246
H: -0.618252 0.664376 4.741633  0.217
H: -0.118310 4.387998 4.978482  0.226
H: -1.281525 3.235243 5.664327  0.233
H: 0.446374 2.900733 5.780707  0.234
H: -0.115324 4.348696 2.600953  0.220
H: -0.323352 4.534808 0.449490  0.234
H: 0.758071 3.421191 -0.346926  0.232
H: -1.017868 3.288273 -0.584887  0.212
H: -0.532439 -4.204200 -2.083239  0.229
H: -1.355301 -2.831771 -1.335902  0.205
H: -0.993589 -2.818585 -3.078832  0.221
H: 1.580028 -4.476282 -1.453551  0.211
C: -4.435991 -0.230661 -0.113404  -0.461
N: -3.055496 -0.431854 -0.660875  -0.422
N: -2.191303 -0.000095 0.389577  -0.365
H: -5.117431 -0.953439 -0.562037  0.252
H: -4.444475 -0.372706 0.979081  0.203
H: -4.773375 0.799062 -0.309807  0.209
H: -2.909171 0.259194 -1.408302  0.374
H: -2.757650 0.739782 0.859269  0.420
H: -2.219641 -0.805311 1.031248  0.448

Atomic forces in eV per Å
0.2 -0.2 0.1
-0.2 0.2 0.0
-0.1 -0.2 0.0
-0.2 -0.2 0.1
0.4 0.4 0.0
0.1 0.1 -0.1
-0.3 -0.4 0.0
-0.1 0.0 -0.1
0.4 0.3 0.1
4.3 0.8 -0.9
0.0 0.4 0.1
0.0 0.4 0.4
-0.1 -0.4 0.4
0.3 0.1 0.0
-0.4 -0.2 -0.1
0.1 0.1 0.2
0.2 -0.2 0.4
0.0 -0.3 0.3
-0.1 0.6 -0.4
-0.1 0.3 0.1
-0.2 -0.4 0.0
0.3 0.1 0.0
0.2 0.1 0.0
-0.2 0.0 0.2
-0.1 -0.1 -0.2
-0.3 -0.1 -0.1
0.1 -0.1 0.3
-0.1 -0.1 -0.2
-0.4 0.0 0.1
0.4 0.0 -0.1
0.0 0.2 0.2
0.1 -0.1 0.0
-0.4 -0.2 0.1
-0.4 0.0 0.0
0.5 -0.1 -0.1
0.1 0.2 -0.3
0.1 -0.1 -0.3
0.3 -0.1 0.3
-0.2 0.2 0.0
0.1 0.2 -0.3
0.0 -0.2 0.1
0.2 0.0 -0.2
-0.1 0.1 -0.1
-0.1 -0.4 -0.1
0.0 -0.4 0.0
-0.4 -0.2 0.1
0.3 0.1 0.1
-0.1 0.2 0.0
0.2 0.0 -0.2
0.1 -0.1 0.3
0.1 0.3 0.0
0.1 0.1 -0.3
-0.7 0.2 -1.0
-4.9 -0.7 1.3
0.1 0.2 0.0
0.0 -0.2 -0.4
-0.1 -0.3 0.0
-0.1 -0.6 0.2
1.2 0.1 0.1
0.0 0.5 0.1

Values from the calculation:
- total charge = +1
- E_LUMO (eV) = -2.6578
- SMILES string = CN[NH2+][C@@H](C[C@@H](C)c1c(C)cc(C)cc1C)c1c(C)cc(C)cc1C
- ΔE to the lowest compared entry with this formula, charge and spin (eV) = 0.4563
- HOMO (eV) = -11.09

Entry 5:
This record from the Open Molecules 2025 dataset describes B2CsH8 as an isolated structure. The level of theory is ωB97M-V/def2-TZVPD.

Last column: Mulliken spin population.
Geometry (Å):
Cs: 2.603425 0.455500 1.268286  -0.008
B: -0.749835 1.516060 0.625546  0.154
H: -1.771565 1.262670 0.862426  0.036
H: -0.038765 0.837090 1.070096  -0.004
H: -0.587445 1.371610 -0.431334  0.145
H: -0.550955 2.520040 0.967166  0.030
B: 0.234685 -1.594660 -0.883544  0.268
H: 0.573415 -0.769290 -0.276704  0.120
H: -0.603185 -1.265710 -1.478534  0.077
H: 0.987775 -1.993130 -1.545594  0.034
H: -0.097555 -2.340180 -0.177814  0.149

Atomic forces in eV per Å
-0.4 0.0 -0.2
0.2 -0.1 2.2
-3.8 -1.5 0.4
2.4 -2.7 2.5
0.3 -0.4 -5.5
1.3 4.1 0.6
0.4 0.0 -1.7
2.3 3.0 3.4
-3.7 0.2 -2.5
3.2 -0.5 -2.8
-2.2 -2.2 3.6

Values from the calculation:
- total charge = 0
- E_LUMO (spin up / spin down) (eV) = -0.8927 / -4.1338
- spin multiplicity = 2
- <S²> = 0.76
- ΔE to the lowest compared entry with this formula, charge and spin (eV) = 0.4167
- HOMO (spin up / spin down) (eV) = -9.75 / -9.03